(1)
Computed, not measured: a cluster of 3 separate species, C16H29FO8S2Si in total, with the ωB97M-V functional and the def2-TZVPD basis.

The geometry in XYZ format:
```
57
Properties=species:S:1:pos:R:3:mulliken_charge:R:1
S -0.20 5.73 -0.07 1.29
S 0.64 -6.41 0.44 1.24
Si 1.62 -0.25 1.45 0.26
F 2.26 -3.07 1.58 -0.06
O 0.54 -7.34 1.52 -0.67
O -1.21 5.73 0.94 -0.62
O 1.77 1.41 1.55 -0.49
O -0.03 7.21 -0.64 -0.32
O 0.60 -7.21 -0.93 -0.28
O -0.28 -5.31 0.36 -0.58
O -0.27 4.82 -1.18 -0.62
O 4.16 -2.81 2.62 -0.50
C -1.77 -7.46 -1.52 -0.98
C 3.09 -2.39 2.40 0.33
C -1.89 1.85 1.29 -1.39
C 1.38 5.60 0.69 -0.92
C -0.48 -8.15 -1.13 -0.38
C -2.30 8.07 -1.01 -0.98
C -1.41 1.19 0.02 0.83
C 2.50 -1.12 2.89 -0.60
C -0.56 0.09 -2.43 -0.75
C -0.98 7.66 -1.62 -0.33
C -1.30 1.26 -2.39 -0.61
C 2.28 -5.80 0.32 -0.83
C -0.65 0.02 0.00 0.27
C -1.74 1.80 -1.19 -0.41
C -0.23 -0.52 -1.23 -0.39
C -0.19 -0.70 1.26 -0.77
H 1.49 6.41 1.41 0.35
H -2.31 2.71 -1.20 0.41
H -2.17 -6.87 -0.70 0.29
H -1.53 1.76 -3.33 0.38
H -0.28 -1.77 1.08 0.37
H -2.14 8.78 -0.19 0.26
H 3.34 -0.50 3.19 0.32
H -2.52 -8.20 -1.80 0.38
H -0.60 -8.76 -0.24 0.34
H -0.78 -0.42 2.12 0.54
H 2.37 -5.23 -0.60 0.31
H -0.14 -8.80 -1.93 0.27
H 2.45 -5.17 1.17 0.21
H -2.94 8.54 -1.76 0.39
H 0.36 -1.43 -1.23 0.49
H 1.42 4.64 1.20 0.30
H 2.97 -6.64 0.32 0.39
H -0.51 8.52 -2.11 0.29
H 2.29 -0.68 0.20 -0.12
H -2.98 1.91 1.31 0.37
H -1.12 6.89 -2.39 0.32
H -0.20 -0.35 -3.35 0.41
H -1.61 -6.79 -2.37 0.27
H 1.87 -1.28 3.76 0.41
H -1.51 2.87 1.29 0.13
H -1.51 1.38 2.18 0.25
H -2.83 7.21 -0.60 0.29
H 1.61 1.76 0.66 0.31
H 2.15 5.66 -0.08 0.32
```

Its SMILES is Cc1ccccc1C[Si@@H](O)CC(=O)F.CCOS(C)(=O)=O.CCOS(C)(=O)=O. Its spin multiplicity is 1. As for the charge: 0. The value obtained for the LUMO energy is 0.5 eV.

***

(2)
Computed, not measured: a structure of composition C2H2AgF2MgO, with the ωB97M-V functional and the def2-TZVPD basis.

The geometry in XYZ format:
```
9
Properties=species:S:1:pos:R:3:mulliken_charge:R:1
Ag -1.58 0.25 -2.33 0.46
Mg -0.52 -0.90 2.84 1.11
F 0.77 0.83 -1.60 -0.24
F 1.86 0.22 0.49 -0.30
O -1.06 -0.53 1.14 -0.69
C 0.58 0.56 -0.22 0.59
C -0.42 -0.49 -0.12 -0.64
H 0.36 1.52 0.26 0.20
H 0.01 -1.46 -0.45 0.50
```

Its spin multiplicity is 1. As for the charge: +1. The value obtained for the LUMO energy (alpha / beta) is -6.6 / -6.6 eV.

***

(3)
Computed, not measured: the molecule C5H7NO, with the ωB97M-V functional and the def2-TZVPD basis.

The geometry in XYZ format:
```
14
Properties=species:S:1:pos:R:3:mulliken_charge:R:1
O 1.98 -0.79 -0.31 -0.46
N -0.34 1.02 -2.10 -0.50
C 1.87 0.28 0.61 -0.59
C 0.68 -0.29 -0.03 1.26
C -0.26 -1.21 0.68 -1.29
C -0.12 0.50 -1.04 0.15
C -1.87 0.97 -0.57 -0.65
H 0.22 -1.68 1.53 0.40
H -1.12 -0.62 0.98 0.39
H 2.04 0.05 1.67 0.24
H 2.30 1.22 0.27 0.29
H -2.08 2.04 -0.63 0.24
H -2.70 0.45 -1.10 0.23
H -0.61 -1.98 -0.02 0.29
```

Its spin multiplicity is 1. As for the charge: 0. The value obtained for the LUMO energy (alpha / beta) is 0.1 / 0.1 eV.

***

(4)
Computed, not measured: the molecule C2H2NOPS, with the ωB97M-V functional and the def2-TZVPD basis.

The geometry in XYZ format:
```
8
Properties=species:S:1:pos:R:3:mulliken_charge:R:1
S -1.80 0.38 -1.16 0.23
P 0.50 0.45 -1.62 0.03
O -0.93 -0.96 0.67 -0.54
N -2.07 1.73 -0.75 -0.26
C 1.12 -0.15 -0.10 -0.23
C 0.21 -0.55 0.91 0.18
H 2.19 -0.23 0.22 0.27
H 0.78 -0.68 1.82 0.32
```

Its SMILES is N#S#P=CC=O. Its spin multiplicity is 1. As for the charge: 0. The value obtained for the LUMO energy (alpha / beta) is -1.8 / -1.8 eV.

***

(5)
Computed, not measured: a cluster of 2 separate species, C2H3IO2 in total, with the ωB97M-V functional and the def2-TZVPD basis.

The geometry in XYZ format:
```
8
Properties=species:S:1:pos:R:3:mulliken_charge:R:1
I 0.05 2.07 0.16 -0.07
O -0.31 -1.19 -0.33 -0.39
O 2.49 0.67 -0.62 -0.35
C 1.67 0.61 0.20 0.00
C -1.46 -0.85 -0.18 -0.16
H -1.67 -0.10 0.52 0.27
H -2.20 -1.26 -0.80 0.26
H 1.44 0.05 1.04 0.45
```

Its SMILES is O=CI.C=O. Its spin multiplicity is 1. As for the charge: 0. The value obtained for the LUMO energy is 0.3 eV.

***

(6)
Computed, not measured: a cluster of 2 separate species, C7H11N in total, with the ωB97M-V functional and the def2-TZVPD basis.

The geometry in XYZ format:
```
19
Properties=species:S:1:pos:R:3:mulliken_charge:R:1
N 1.65 -0.98 -0.86 -0.59
C -1.95 0.10 -0.83 -0.30
C -0.19 0.05 1.33 -0.50
C -1.27 1.28 -0.49 -0.32
C -0.42 1.23 0.69 -0.53
C 2.14 0.27 -0.09 -0.49
C -1.85 -1.16 -0.06 -0.35
C -0.84 -1.15 0.98 -0.47
H 1.55 1.28 -0.16 0.12
H -1.26 2.24 -1.02 0.36
H 0.24 2.04 0.90 0.69
H 1.98 0.08 0.99 0.20
H -2.73 0.23 -1.60 0.34
H 0.55 0.05 2.19 0.58
H -0.35 -2.12 1.44 0.18
H 3.19 0.39 -0.33 0.37
H -2.66 -1.85 -0.43 0.30
H 0.66 -1.01 -0.70 0.16
H 1.57 -0.95 -1.96 0.26
```

Its SMILES is c1ccccc1.CN. Its spin multiplicity is 1. As for the charge: 0. The value obtained for the LUMO energy is 0.8 eV.

***

(7)
Computed, not measured: a structure of composition C25H40AuGeN3O4, with the ωB97M-V functional and the def2-TZVPD basis.

The geometry in XYZ format:
```
74
Properties=species:S:1:pos:R:3:mulliken_spin:R:1
Au -0.80 -0.35 1.48 0.00
Ge -2.19 2.31 0.21 0.00
O 2.71 -5.84 -1.30 0.03
O -0.96 1.77 1.38 0.00
O -3.59 1.63 0.84 0.00
O -1.69 1.89 -1.36 0.00
N 1.21 -5.32 0.31 0.01
N -0.65 -2.38 1.57 0.00
N 3.22 -4.10 0.12 0.17
C 4.43 -3.74 -0.38 0.26
C 1.42 2.10 0.84 0.00
C -5.90 1.14 0.36 0.00
C -1.37 1.48 -3.67 0.00
C -5.22 2.20 2.54 0.00
C 6.99 -2.95 -1.23 0.22
C -3.32 2.88 -2.92 0.00
C 0.34 -4.48 1.04 0.01
C -4.98 2.13 1.05 0.00
C 4.91 -4.14 -1.67 0.08
C 8.35 -2.57 -1.67 0.02
C 6.49 -2.53 0.04 0.06
C 0.21 2.71 1.52 0.00
C -5.10 3.50 0.40 0.00
C -0.53 -5.11 1.93 0.00
C -1.46 -2.99 2.45 0.00
C 6.15 -3.74 -2.06 0.04
C -1.86 2.54 -2.70 0.00
C 0.43 2.90 3.00 0.00
C 0.25 -3.11 0.87 0.00
C 5.25 -2.91 0.45 0.09
C -1.43 -4.36 2.65 0.00
C 2.38 -5.12 -0.40 -0.02
C -1.00 3.78 -2.77 0.00
C -0.24 3.99 0.84 0.00
H -3.46 3.29 -3.92 0.00
H -6.93 1.50 0.45 0.00
H 1.18 1.79 -0.18 0.00
H 0.05 3.55 -2.58 0.00
H -0.32 3.86 -0.24 0.00
H 0.66 1.95 3.48 0.00
H 0.83 -2.58 0.13 -0.01
H 8.27 -1.79 -2.44 0.04
H 8.84 -3.42 -2.16 0.02
H 4.31 -4.77 -2.30 0.00
H -0.46 3.32 3.48 0.00
H -5.66 1.03 -0.70 0.00
H -1.21 4.33 1.28 0.00
H -4.37 4.19 0.86 0.00
H -2.11 -4.82 3.35 0.00
H 0.86 -6.26 0.15 0.00
H 7.11 -1.92 0.68 0.00
H -3.65 3.64 -2.21 0.00
H 6.53 -4.06 -3.02 0.00
H 0.45 4.82 0.99 0.00
H 8.97 -2.20 -0.86 0.00
H -3.96 2.00 -2.83 0.00
H -0.50 -6.19 2.05 0.00
H -1.07 4.23 -3.76 0.00
H 1.26 3.58 3.17 0.00
H 1.78 1.24 1.40 0.00
H -5.05 1.23 3.00 0.00
H 2.22 2.84 0.79 0.00
H -5.84 0.16 0.84 0.00
H -1.33 4.53 -2.05 0.00
H -6.08 3.93 0.57 0.00
H -2.16 -2.36 2.99 0.00
H -6.25 2.49 2.73 0.00
H -0.31 1.27 -3.52 0.00
H -4.94 3.45 -0.67 0.00
H -1.53 1.84 -4.68 0.00
H 3.03 -3.81 1.07 -0.01
H -4.57 2.93 3.01 0.00
H 4.89 -2.62 1.43 0.00
H -1.94 0.55 -3.54 0.00
```

Its spin multiplicity is 2. As for the charge: +3. The value obtained for the LUMO energy (alpha / beta) is -10.3 / -10.5 eV.

***

(8)
Computed, not measured: a structure of composition C22H23N2RuS3, with the ωB97M-V functional and the def2-TZVPD basis.

The geometry in XYZ format:
```
51
Properties=species:S:1:pos:R:3:mulliken_spin:R:1
Ru 1.01 -0.44 0.14 3.79
S 0.93 0.03 2.55 0.29
S 2.02 0.75 -1.79 0.31
S 1.69 -2.71 -0.40 0.32
N -1.14 -1.57 -0.53 0.11
N -0.83 1.17 0.39 0.08
C -1.58 0.86 -0.83 0.00
C -1.53 -2.43 0.61 0.00
C -2.81 0.31 4.02 0.00
C 3.41 3.02 -1.09 0.01
C -2.16 -0.55 -0.82 -0.02
C -1.25 -3.49 -3.77 0.02
C 0.56 -2.89 -1.73 0.02
C 0.96 -3.61 -2.85 0.00
C -1.46 0.02 3.87 0.01
C 3.74 1.10 0.34 0.07
C -3.51 0.91 2.98 0.02
C -0.76 -2.40 -1.67 -0.03
C 0.07 -3.90 -3.87 0.00
C -1.66 -2.76 -2.66 0.00
C -0.80 0.33 2.68 0.02
C 4.26 3.75 -0.28 0.00
C 3.12 1.69 -0.78 -0.01
C -1.52 0.91 1.62 -0.03
C -0.27 2.52 0.37 0.02
C -2.87 1.20 1.79 0.00
C 4.57 1.85 1.15 0.00
C 4.84 3.17 0.84 0.02
H -2.62 -0.70 -1.79 0.00
H -2.47 -2.95 0.40 0.00
H -4.56 1.16 3.10 0.00
H 0.39 -4.46 -4.74 0.00
H -0.75 -3.16 0.80 -0.01
H -1.07 3.28 0.38 0.00
H -1.66 -1.82 1.50 0.01
H -3.31 0.07 4.94 0.00
H 0.36 2.67 1.24 0.00
H -0.90 -0.45 4.66 -0.01
H 0.33 2.66 -0.53 0.00
H 2.95 3.46 -1.96 -0.01
H 3.61 0.04 0.53 -0.02
H 5.02 1.39 2.03 0.00
H -2.70 -2.47 -2.59 0.00
H -1.97 -3.74 -4.53 0.00
H -3.42 1.67 0.99 0.00
H -0.87 0.94 -1.67 -0.01
H 5.50 3.75 1.47 0.00
H -2.94 -0.61 -0.06 0.00
H 1.99 -3.94 -2.91 0.00
H 4.47 4.78 -0.52 0.00
H -2.39 1.58 -1.01 0.01
```

Its spin multiplicity is 6. As for the charge: 0. The value obtained for the LUMO energy (alpha / beta) is 0.6 / -1.4 eV.

***

Number 1: maximum force 0.02207 Eh/bohr. Number 2: maximum force 0.05134 Eh/bohr. Number 3: maximum force 0.04213 Eh/bohr. Number 4: maximum force 0.05952 Eh/bohr. Number 5: maximum force 0.06589 Eh/bohr. Number 6: maximum force 0.06471 Eh/bohr. Number 7: maximum force 0.02506 Eh/bohr. Number 8: maximum force 0.01456 Eh/bohr.